No. 1
Computed, not measured: a 2-piece molecular cluster, C32H33NO5 overall at a distorted geometry, with ωB97M-V with the def2-TZVPD basis set.

## Properties
frontier orbital gap	6.67	eV
ΔE to the lowest compared entry with this formula, charge and spin	0.00	kJ/mol
E_HOMO	-7.4069	eV
LUMO level	-0.736	eV

Atoms and positions in Å:
C -0.20 0.39 6.83
O -0.95 -0.70 6.25
C -1.03 -0.83 4.90
C -1.67 -1.99 4.41
C -1.68 -2.25 3.05
C -1.07 -1.37 2.15
C -0.90 -1.79 0.69
C -2.00 -1.47 -0.26
C -1.79 -0.22 -0.98
O -0.68 0.18 -1.30
O -2.88 0.52 -1.35
C -4.08 0.36 -0.55
C -3.93 0.96 0.84
C -5.21 1.00 -1.35
O -4.36 -1.06 -0.45
C -3.36 -1.79 0.15
O -3.64 -2.71 0.90
C -0.49 -0.19 2.63
C -0.47 0.10 3.99
H -0.22 0.18 7.90
H 0.84 0.41 6.47
H -0.68 1.36 6.62
H -2.11 -2.70 5.10
H -2.17 -3.13 2.65
H 0.00 -1.30 0.30
H -0.78 -2.88 0.66
H -3.07 0.52 1.37
H -3.79 2.04 0.75
H -4.86 0.76 1.39
H -5.19 0.64 -2.38
H -6.18 0.76 -0.90
H -5.08 2.09 -1.35
H -0.03 0.51 1.92
H -0.01 1.02 4.35
C -0.28 -5.11 0.11
C -1.67 -5.04 -0.37
N -2.63 -5.86 0.11
C -2.48 -6.69 1.29
C -3.84 -5.65 -0.54
C -3.65 -4.59 -1.46
C -4.76 -4.05 -2.11
C -6.03 -4.55 -1.78
C -6.21 -5.58 -0.83
C -5.09 -6.18 -0.23
C -2.25 -4.18 -1.35
C -1.69 -3.03 -1.95
C -1.96 -2.74 -3.36
C -2.56 -3.64 -4.26
C -2.77 -3.31 -5.60
C -2.34 -2.09 -6.12
C -2.52 -1.76 -7.57
C -1.69 -1.20 -5.25
C -1.47 -1.53 -3.92
H 0.37 -4.59 -0.60
H -0.17 -4.64 1.10
H 0.07 -6.15 0.21
H -3.42 -7.22 1.45
H -1.67 -7.41 1.15
H -2.26 -6.08 2.18
H -4.62 -3.28 -2.86
H -6.91 -4.12 -2.27
H -7.21 -5.91 -0.56
H -5.16 -7.01 0.46
H -0.69 -2.71 -1.61
H -2.85 -4.64 -3.92
H -3.28 -4.02 -6.25
H -1.94 -0.88 -7.84
H -2.21 -2.59 -8.22
H -3.58 -1.56 -7.80
H -1.36 -0.23 -5.62
H -0.89 -0.86 -3.28

***

No. 2
Computed, not measured: one molecule with the formula C8H5NO3 at a distorted geometry, with ωB97M-V with the def2-TZVPD basis set.

## Properties
frontier orbital gap	9.72	eV
ΔE to the lowest compared entry with this formula, charge and spin	50.20	kJ/mol
SMILES	O=c1[nH]c2ccccc2c(=O)o1
E_HOMO	-9.4024	eV
LUMO level	0.319	eV

Atoms and positions in Å:
C 2.66 -0.39 0.01
C 0.24 -0.62 -0.09
C -0.86 -1.44 -0.11
C -2.09 -0.80 0.14
C -2.30 0.61 0.13
C -1.09 1.35 0.04
C 0.06 0.72 -0.03
C 1.25 1.63 -0.05
H 1.58 -2.19 -0.15
H -0.83 -2.48 -0.34
H -3.00 -1.50 0.17
H -3.38 0.84 0.40
H -1.05 2.46 -0.12
N 1.58 -1.15 -0.24
O 3.67 -0.81 0.38
O 1.18 2.81 0.01
O 2.38 0.95 -0.16

***

No. 3
Computed, not measured: a 9-piece molecular cluster, C22H39N5O12 overall at a distorted geometry, with ωB97M-V with the def2-TZVPD basis set.

## Properties
frontier orbital gap	10.92	eV
ΔE to the lowest compared entry with this formula, charge and spin	0.00	kJ/mol
SMILES	COC(=O)OC.COC(=O)OC.COC(=O)OC.COC(=O)OC.CC#N.CC#N.CC#N.CC#N.CC#N
E_HOMO	-10.5365	eV
LUMO level	0.382	eV

Atoms and positions in Å:
C 5.31 12.02 -4.27
O 5.42 11.83 -5.67
C 4.86 10.80 -6.26
O 3.91 10.19 -5.90
O 5.58 10.58 -7.39
C 4.94 9.74 -8.30
H 5.89 11.29 -3.69
H 4.27 11.83 -3.96
H 5.55 13.05 -4.04
H 3.88 9.91 -8.47
H 5.00 8.64 -8.16
H 5.48 9.75 -9.26
C 0.73 17.56 -5.27
O 1.95 18.25 -4.95
C 2.93 17.55 -4.41
O 2.87 16.37 -4.16
O 3.93 18.35 -4.10
C 5.10 17.75 -3.61
H -0.10 18.13 -4.86
H 0.67 16.56 -4.86
H 0.73 17.56 -6.35
H 5.67 18.38 -2.93
H 5.88 17.55 -4.36
H 4.96 16.74 -3.22
C 12.88 13.60 1.38
O 11.93 13.25 0.37
C 12.33 12.36 -0.53
O 13.39 11.83 -0.56
O 11.31 12.15 -1.37
C 11.31 10.99 -2.19
H 13.62 14.31 1.02
H 13.37 12.70 1.74
H 12.29 14.03 2.18
H 10.52 10.35 -1.78
H 12.27 10.46 -2.12
H 11.10 11.18 -3.24
C 15.24 13.12 -5.99
O 14.91 13.67 -4.72
C 13.81 14.46 -4.71
O 13.01 14.55 -5.60
O 13.80 15.07 -3.55
C 12.58 15.63 -3.05
H 15.42 13.90 -6.73
H 14.50 12.40 -6.34
H 16.17 12.56 -5.86
H 12.89 16.44 -2.40
H 12.15 14.77 -2.53
H 11.84 16.03 -3.75
C 4.86 12.49 0.07
C 6.21 12.98 0.32
N 7.27 13.34 0.53
H 4.53 12.99 -0.84
H 4.08 12.66 0.81
H 4.92 11.41 -0.08
C 8.26 16.72 1.24
C 9.62 16.50 0.79
N 10.69 16.32 0.41
H 7.64 16.58 0.35
H 8.12 17.79 1.42
H 7.96 16.16 2.12
C 10.14 18.41 -2.78
C 8.95 18.50 -1.94
N 7.96 18.59 -1.35
H 10.51 17.40 -2.63
H 10.84 19.19 -2.48
H 9.91 18.70 -3.80
C 9.35 18.05 -7.42
C 9.54 17.21 -6.22
N 9.71 16.62 -5.25
H 8.30 17.99 -7.70
H 10.01 17.62 -8.17
H 9.60 19.08 -7.18
C 9.23 14.71 -2.14
C 7.78 14.81 -2.31
N 6.64 14.90 -2.44
H 9.37 13.90 -1.43
H 9.64 15.64 -1.77
H 9.64 14.58 -3.14

***

No. 4
Computed, not measured: a 2-piece molecular cluster, H5N2OPS2 overall at a distorted geometry, with ωB97M-V with the def2-TZVPD basis set.

## Properties
frontier orbital gap	6.71	eV
ΔE to the lowest compared entry with this formula, charge and spin	209.92	kJ/mol
E_HOMO	-8.1673	eV
LUMO level	-1.462	eV

Atoms and positions in Å:
N 1.02 -0.40 1.50
N -0.21 -0.38 1.22
O 1.69 -0.80 -1.33
P -0.85 0.49 -0.34
S -2.05 -1.03 -0.79
S -2.20 1.79 0.68
H 2.18 -0.37 -2.07
H 1.35 0.50 1.08
H -0.63 -1.24 1.45
H 1.08 -1.43 -1.72
H -1.38 2.88 0.32